[1]
The following is a DFT calculation (wB97M-V/def2-TZVPD) of a 2-piece molecular cluster, C4H4O3 overall.

Properties
* net charge: 0
* orbital gap: 9.98 eV

XYZ file:
```
11
C4H4O3, DFT wB97M-V/def2-TZVPD
C 0.27653 0.56807 0.65819
C -0.26387 0.81832 -1.84332
O -0.92528 0.99053 1.10760
O 1.29822 1.20773 0.62146
O 0.33405 0.94760 -2.88097
H -1.13807 0.59255 1.96938
H -1.13449 1.44626 -1.57685
C 0.34941 -1.06369 0.65815
C 0.50804 -2.20989 1.00117
H 0.69061 -3.21543 1.30299
H 0.00485 -0.08205 -1.01779
```

***

[2]
The following is a DFT calculation (wB97M-V/def2-TZVPD) of one molecule with the formula C4H4O3.

Properties
* net charge: 0
* orbital gap: 10.38 eV

XYZ file:
```
11
C4H4O3, DFT wB97M-V/def2-TZVPD
O 1.49033 -0.84591 1.54804
C 0.73019 -1.10171 0.65470
C -0.02932 -0.04685 -0.13018
C 0.66816 1.14925 -0.62068
O 0.39194 0.05599 -1.48281
C -1.50125 -0.10023 0.19528
O -1.85058 -0.73180 1.16442
H 0.54061 -2.13299 0.30985
H 0.08389 2.04427 -0.83744
H 1.71912 1.29672 -0.35431
H -2.24309 0.41326 -0.44685
```

***

[3]
The following is a DFT calculation (wB97M-V/def2-TZVPD) of a 2-piece molecular cluster, C4H4O3 overall.

Properties
* net charge: 0
* orbital gap: 9.62 eV

XYZ file:
```
11
C4H4O3, DFT wB97M-V/def2-TZVPD
C -1.96823 1.73944 1.35729
C -0.89712 1.82249 2.37000
C 0.00894 0.83366 2.68995
C 1.43974 -2.09901 0.46262
O 0.85659 0.26331 3.28539
O -3.05662 2.30133 1.36360
O 0.98879 -0.93626 0.67643
H -1.68071 1.40203 0.37626
H 1.54653 -3.00705 1.21726
H 1.89481 -2.20834 -0.57484
H -1.02259 2.42242 3.08712
```

***

[4]
The following is a DFT calculation (wB97M-V/def2-TZVPD) of one molecule with the formula C4H4O3.

Properties
* net charge: 0
* orbital gap: 8.73 eV

XYZ file:
```
11
C4H4O3, DFT wB97M-V/def2-TZVPD
C 0.43260 -1.26967 -0.83048
C 0.41613 0.23180 -0.77833
O 0.50468 0.96486 -1.73413
C 0.29311 0.86921 0.61417
O 1.23655 1.30283 1.23028
C -1.11636 0.94854 1.19926
O -2.05963 0.46128 0.62805
H 1.28663 -1.65342 -0.26015
H 0.49903 -1.60155 -1.86820
H -0.48254 -1.65993 -0.37036
H -1.18439 1.46126 2.17782
```

***

For each record above, in turn, the calculated relative energy (zero: lowest compared OMol25 entry of this formula, charge and spin) values are 4.558; 2.363; 3.631; 1.303 eV.
For each record above, in turn, the calculated max |F| values are 4.8; 0.5; 8.7; 0.6 eV/A.
For each record above, in turn, the calculated E_HOMO values are -0.3648; -0.3708; -0.3545; -0.3597 Eh.